# 1
Entry from the OMol25 dataset: a molecular structure, C32H55BN7O4Y at a distorted geometry (ωB97M-V/def2-TZVPD).

Positions of all 100 atoms, in Å:
Y: -1.41489 0.71042 -0.70176
C: -3.33392 1.62259 2.90487
C: -3.26232 0.11779 3.14681
C: -4.55574 -0.58494 2.71412
C: -2.03576 -0.55770 2.57905
C: -1.53216 -1.78938 3.02750
C: -0.32978 -1.97028 2.38901
C: 0.56191 -3.16791 2.58113
C: 1.02161 -3.78297 1.25589
C: 1.70395 -2.90436 3.57150
N: -0.12931 -0.90208 1.56589
N: -1.20962 -0.04692 1.67724
B: 1.23641 -0.32725 0.98649
N: 1.18402 1.23529 1.06457
N: 0.15838 1.93654 0.47442
C: 0.28433 3.20852 0.83752
C: 1.40122 3.34774 1.66485
C: 1.95262 2.09186 1.78271
C: 3.25451 1.81498 2.48440
C: 3.22860 0.75355 3.59394
C: 4.37264 1.58985 1.45528
C: -0.62204 4.33041 0.40945
C: -2.07722 3.90165 0.20644
C: -0.03581 5.08265 -0.79617
N: 1.47690 -0.78471 -0.49518
N: 0.52234 -0.42037 -1.40896
C: 0.95313 -0.80667 -2.60767
C: 2.20453 -1.39880 -2.48420
C: 2.51951 -1.38345 -1.13483
C: 3.83866 -1.99949 -0.65456
C: 3.94859 -3.43554 -1.19712
C: 4.22836 -2.02318 0.82079
C: 0.16461 -0.62898 -3.87632
C: 0.81066 0.44124 -4.76448
C: 0.03523 -1.95674 -4.62823
H: -4.14065 2.05769 3.50072
H: -3.54419 1.82580 1.85771
H: -2.39532 2.11131 3.18353
H: -3.16090 -0.03483 4.22387
H: -4.76046 -0.38976 1.66099
H: -5.40189 -0.20728 3.29387
H: -4.49489 -1.66678 2.86629
H: -1.97542 -2.45389 3.76050
H: -0.08849 -3.90008 3.05977
H: 1.51915 -3.04917 0.62384
H: 0.16474 -4.17002 0.69617
H: 1.71337 -4.61357 1.43268
H: 2.41339 -2.17188 3.19201
H: 2.24631 -3.83291 3.77950
H: 1.30529 -2.52192 4.51489
H: 2.13576 -0.72568 1.64960
H: 1.77056 4.25868 2.11672
H: 3.47007 2.76096 2.97797
H: 3.36778 -0.25321 3.20524
H: 2.28373 0.77509 4.14568
H: 4.03979 0.94595 4.30084
H: 4.08838 0.82249 0.73156
H: 5.30080 1.28160 1.94617
H: 4.56732 2.50663 0.89379
H: -0.61496 5.03005 1.24537
H: -2.18142 3.03968 -0.44198
H: -2.65369 4.70178 -0.25635
H: -2.54782 3.63878 1.15100
H: -0.00274 4.44009 -1.67429
H: 0.97939 5.42663 -0.57802
H: -0.65080 5.96018 -1.02115
H: 2.81297 -1.80318 -3.28037
H: 4.60215 -1.41272 -1.16949
H: 3.18141 -4.07263 -0.74930
H: 4.92701 -3.85121 -0.94175
H: 3.83333 -3.48112 -2.28042
H: 3.57516 -2.67664 1.39529
H: 4.23362 -1.04125 1.28224
H: 5.24174 -2.42803 0.89469
H: -0.83858 -0.30497 -3.60855
H: 1.83500 0.15283 -5.01851
H: 0.84334 1.40329 -4.25208
H: 0.25017 0.55705 -5.69743
H: 1.01934 -2.35760 -4.89021
H: -0.52859 -1.81375 -5.55596
H: -0.48501 -2.71431 -4.02996
N: -2.15802 -1.71596 -1.32063
C: -3.45871 -1.69951 -2.05123
C: -4.61107 -1.20598 -1.18468
C: -4.55303 0.24301 -0.72342
O: -5.54366 0.94161 -0.78693
O: -3.40844 0.61284 -0.19474
H: -1.46163 -2.17795 -1.88839
H: -2.26395 -2.28800 -0.49150
H: -3.70456 -2.69408 -2.41992
H: -3.34649 -1.04597 -2.90922
H: -4.67555 -1.82102 -0.27557
H: -5.54328 -1.32826 -1.72750
C: -1.97624 2.79448 -4.35990
C: -1.70071 2.02432 -3.10118
O: -2.47172 1.06879 -2.77085
O: -0.71403 2.31551 -2.36824
H: -2.94952 3.28092 -4.26828
H: -2.03745 2.09643 -5.19723
H: -1.20139 3.53730 -4.54164

Cartesian forces (eV/Å) of the 3 atoms listed first:
Y 0.0 -0.3 -0.5
C 0.1 -0.1 0.0
C 0.0 -0.1 -0.2

Calculated values
* Kohn-Sham gap: 9.3040 eV
* electronic energy: -2000.15205 a.u.
* 2S+1: 1

=====

# 2
Entry from the OMol25 dataset: a molecular structure, C32H55Cl2N4O4PrSi at a distorted geometry (ωB97M-V/def2-TZVPD).

Positions of all 99 atoms, in Å:
C: -4.76397 2.48583 1.13020
C: -5.35612 1.29626 1.79613
H: -5.38363 2.79273 0.27459
H: -3.75211 2.24316 0.73886
H: -4.67942 3.33840 1.82526
C: -6.68641 1.17622 1.96644
C: -7.69281 2.17344 1.51316
H: -7.10198 0.33762 2.52373
H: -7.57868 2.42874 0.45101
H: -7.64131 3.10460 2.09666
H: -8.69383 1.74832 1.65481
Pr: 1.21662 0.32417 -0.41620
Cl: 0.74314 0.60547 2.21286
C: 1.88764 -2.28680 1.40362
O: 1.84045 -1.86537 0.20226
N: 1.49266 -3.49377 1.75914
C: 1.07685 -4.46393 0.74617
C: 1.24971 -3.81449 3.16563
H: 2.22544 -1.61973 2.20945
H: 1.70988 -4.36903 -0.14253
H: 0.02376 -4.32929 0.45669
H: 1.19345 -5.46097 1.18041
H: 1.84720 -3.12663 3.77613
H: 1.55350 -4.85079 3.35169
H: 0.18642 -3.69473 3.42406
H: 4.71783 -2.87690 -3.06092
H: 6.90716 -1.38032 -2.58072
C: 4.33843 -1.98122 -3.57111
C: 6.35596 -0.60733 -3.13514
N: 4.91611 -0.78058 -2.97815
H: 3.24928 -1.94635 -3.51026
C: 4.20363 0.01263 -2.18932
O: 2.99987 -0.21586 -1.89847
H: 6.64272 0.38038 -2.75713
H: 4.71856 0.89637 -1.77875
H: 4.66078 -2.02890 -4.61659
H: 6.61492 -0.68744 -4.19824
H: -0.86520 2.63225 -5.45007
H: -2.26109 1.48643 -2.57197
C: -1.09554 1.56245 -5.54499
C: -2.34338 0.85929 -3.48420
N: -1.09981 0.90148 -4.24647
H: -0.33327 1.09925 -6.17965
C: 0.06233 0.54772 -3.70819
O: 0.18862 0.19517 -2.50359
H: -2.56722 -0.16770 -3.16662
H: 0.93305 0.59782 -4.37993
H: -2.08287 1.45351 -5.99845
H: -3.12849 1.22833 -4.15045
O: -3.44163 -0.10443 1.38494
C: -4.39269 0.26282 2.37176
C: -5.95049 -1.73809 2.27126
C: -5.07819 -0.93143 3.00752
H: -6.18233 -1.47139 1.23754
C: -6.51962 -2.86898 2.86586
H: -3.80574 0.80161 3.13330
C: -4.81880 -1.21128 4.35193
H: -7.15332 -3.52482 2.26640
C: -6.26782 -3.15269 4.21191
C: -5.41288 -2.32649 4.95050
H: -4.13106 -0.55489 4.89179
H: -6.74727 -4.01543 4.68341
H: -5.19817 -2.54577 5.99727
Si: -2.79601 -1.52051 0.78111
Cl: -2.09614 1.49324 -0.31827
C: -4.00274 -2.43646 -0.28556
C: -2.29236 -2.52513 2.29594
C: -1.20266 -1.30426 -0.14945
H: -4.73622 -3.00191 0.30416
H: -3.43273 -3.15306 -0.89722
H: -4.53991 -1.75061 -0.95457
H: -1.42936 -0.72965 -1.06211
H: -0.64929 -2.22363 -0.38701
H: -0.68060 -0.69472 0.62785
H: -3.14287 -2.72785 2.96030
H: -1.54375 -1.95943 2.87016
H: -1.85855 -3.49208 2.00202
C: 5.27171 5.32680 -2.32288
N: 5.39856 4.23397 -1.38833
C: 6.39260 3.26826 -1.79929
C: 4.12522 3.69555 -0.90908
C: 4.37924 2.75346 0.23334
C: 5.37056 3.11830 1.17736
C: 5.81643 2.19076 2.12466
C: 5.27938 0.90539 2.12327
C: 4.27039 0.56976 1.18371
C: 3.74774 1.53766 0.36642
H: 4.87714 4.99700 -3.29968
H: 6.26369 5.76448 -2.48383
H: 4.59836 6.08256 -1.90639
H: 6.65281 2.57149 -0.99256
H: 6.07736 2.67965 -2.68835
H: 7.29533 3.82375 -2.08152
H: 3.51778 4.55853 -0.58409
H: 3.56387 3.19367 -1.72648
H: 5.82903 4.10561 1.09810
H: 6.59336 2.47858 2.83623
H: 5.62875 0.15261 2.83288
H: 3.90506 -0.46044 1.15291

Cartesian forces (eV/Å) of the 3 atoms listed first:
C 0.7 0.1 -0.5
C -1.2 -0.6 0.4
H 0.2 0.1 0.3

Calculated values
* relative energy (zero: lowest compared OMol25 entry of this formula, charge and spin): 0.0 kJ/mol
* Kohn-Sham gap (alpha / beta): 6.5632 / 6.5873 eV
* electronic energy: -3499.30347 a.u.
* 2S+1: 3

=====

# 3
Entry from the OMol25 dataset: a molecular structure, C32H55ClGaN3O2P at a distorted geometry (ωB97M-V/def2-TZVPD).

Positions of all 95 atoms, in Å:
Ga: 0.19451 1.89295 0.14200
Cl: 0.64856 0.04905 1.27799
N: 1.80086 1.66637 -1.18545
N: -1.71837 1.92109 0.95919
C: 2.53552 2.67083 -1.62947
C: -2.35497 3.01702 1.33232
C: 2.32270 0.43621 -1.86390
C: 2.97187 1.03349 -3.09437
C: 1.21895 -0.50397 -2.18273
C: 3.37130 -0.21604 -0.97600
H: 0.43850 0.01753 -2.72446
H: 0.73694 -0.83018 -1.19736
H: 1.62511 -1.28122 -2.81426
H: 4.19986 0.48030 -0.77311
H: 3.80053 -1.10339 -1.45530
H: 2.90454 -0.47728 -0.02487
C: -2.65726 0.77730 1.22174
C: -3.99352 1.49335 1.19577
C: -2.38616 0.23290 2.61690
C: -2.53547 -0.27177 0.16324
H: -2.60213 0.18952 -0.81661
H: -3.36103 -0.96171 0.25747
H: -1.48866 -0.71546 0.23927
H: -2.50857 1.02153 3.37332
H: -1.36372 -0.15060 2.67071
H: -3.10008 -0.55362 2.86529
O: -3.66816 2.88680 1.54343
H: -4.75758 1.11858 1.89230
H: -4.39699 1.48063 0.17429
O: 3.29324 2.41305 -2.69964
H: 2.23845 1.06820 -3.91079
H: 3.88202 0.52394 -3.44097
C: 2.57549 4.00149 -1.01035
C: -1.71478 4.32262 1.53332
C: -0.85289 4.80547 0.40000
H: -1.11199 4.27776 2.45543
H: -2.52520 5.01873 1.71164
C: 0.28516 4.03725 0.02846
C: 1.23405 4.65364 -0.83376
H: 0.89257 3.00760 1.14442
C: 1.03038 5.95828 -1.32437
C: -0.11125 6.67167 -0.97043
C: 2.06897 6.64779 -2.15093
C: -1.04073 6.11023 -0.09927
H: -0.24354 7.70798 -1.32437
C: -2.17957 6.96284 0.36354
H: -2.17150 7.90917 -0.18135
H: -2.12096 7.21832 1.42735
H: -3.14886 6.49245 0.18630
H: 2.99587 6.84343 -1.60062
H: 1.69037 7.62020 -2.47226
H: 2.32660 6.08370 -3.04956
H: 3.21070 4.60098 -1.65081
H: 3.07546 3.91760 -0.03113
C: -2.76109 -3.56582 -0.47132
C: -1.79917 -3.50790 0.74963
C: -2.62777 -2.92246 1.94131
C: -1.56294 -4.93350 1.26229
P: -0.06373 -2.87418 0.31039
N: -0.18207 0.05387 -0.22746
C: 1.27429 -2.97183 1.74149
C: 1.69260 -4.42849 1.72756
C: 2.68557 -2.25230 1.76718
C: 0.64810 -2.61743 3.11751
C: 0.51031 -3.59395 -1.38091
C: 2.02428 -3.40796 -1.57888
C: 0.29902 -5.12561 -1.37706
C: -0.25928 -3.17518 -2.68277
H: -3.77465 -3.88514 -0.13048
H: -2.40052 -4.27877 -1.22712
H: -2.89127 -2.58044 -0.93249
H: -3.36074 -2.17092 1.63140
H: -3.15124 -3.74792 2.48862
H: -1.99188 -2.41698 2.66355
H: -0.92744 -5.45276 0.54175
H: -1.04946 -4.89022 2.24176
H: -2.54752 -5.45718 1.36300
H: 2.28642 -4.62822 0.82009
H: 2.28979 -4.65348 2.64236
H: 0.77890 -5.02813 1.71469
H: 2.61049 -1.16728 1.94263
H: 3.27810 -2.71090 2.60658
H: 3.26642 -2.41379 0.84555
H: 0.38464 -1.54699 3.16235
H: -0.25068 -3.22558 3.30682
H: 1.40963 -2.80199 3.91645
H: 2.55195 -4.24376 -1.11564
H: 2.32472 -3.37039 -2.64135
H: 2.40302 -2.46645 -1.17184
H: -0.77997 -5.39261 -1.37394
H: 0.79508 -5.56735 -2.28496
H: 0.78334 -5.51637 -0.46731
H: 0.17215 -3.67456 -3.58490
H: -0.22631 -2.10605 -2.89104
H: -1.31619 -3.47763 -2.65269

Cartesian forces (eV/Å) of the 3 atoms listed first:
Ga -0.7 2.6 -1.8
Cl 1.4 -2.0 2.7
N 2.5 2.1 -0.7

Calculated values
* charge: -1
* Kohn-Sham gap (alpha / beta): 4.3553 / 4.3540 eV
* electronic energy: -4293.05530 a.u.
* 2S+1: 1